Entry w
Here is a cluster of 2 separate species, C5H7NOS2 in total from OMol25. Energies are from ωB97M-V/def2-TZVPD.

Values from the calculation:
Lowest unoccupied orbital energy (spin up / spin down) ... -0.24 / -0.24 eV
Kohn-Sham gap (spin up / spin down) ... 0.260 / 0.260 hartree

Geometry (Å):
C: 0.116 2.391 -0.779
C: 0.073 1.501 0.294
C: -0.365 1.827 -1.925
C: -0.277 0.248 -0.107
C: -0.449 -2.548 -0.210
N: 0.892 -2.093 0.122
O: 0.924 0.322 2.792
S: -0.682 0.132 -1.756
S: -0.250 -1.129 0.987
H: 0.387 3.434 -0.730
H: 0.321 1.735 1.259
H: -0.627 2.281 -2.825
H: -0.981 -3.418 0.087
H: -0.853 -1.993 -1.036
H: 1.480 -2.779 0.465
H: 0.294 0.089 3.362



Entry x
Here is the molecule C5H7NOS2 from OMol25. Energies are from ωB97M-V/def2-TZVPD.

Values from the calculation:
Lowest unoccupied orbital energy (spin up / spin down) ... -0.95 / -1.23 eV
Kohn-Sham gap (spin up / spin down) ... 0.262 / 0.245 hartree

Geometry (Å):
C: 1.040 -1.667 0.043
C: -0.333 -1.219 0.106
C: -0.540 0.159 0.731
C: 0.215 1.149 -0.343
C: 1.588 0.669 -0.707
N: 1.935 -2.430 0.209
O: 3.002 -2.901 0.372
S: 2.808 1.061 0.404
S: 4.478 0.531 -0.363
H: -0.650 -1.230 -0.984
H: -0.806 -2.089 0.719
H: -1.716 0.297 0.705
H: -0.082 0.197 1.728
H: -0.404 1.094 -1.202
H: 0.346 2.151 0.033
H: 1.808 0.521 -1.720



Which of them is the most stable? Correct choice: entry x.